Here is C16H8F3NO4RhS2 as an isolated structure in a non-equilibrium geometry from the Open Molecules 2025 dataset. Energies are from wB97M-V/def2-TZVPD.

Each line ends with the Mulliken charge.
Atoms and positions in Å:
Rh 0.32 -0.28 -0.18  0.751
S 0.44 -2.64 -0.69  -0.261
C 2.16 -2.64 -0.51  0.491
C 2.94 -3.43 -1.35  -0.611
C 4.31 -3.44 -1.25  -0.515
C 4.95 -2.68 -0.27  -0.508
C 4.20 -1.90 0.58  -0.648
C 2.81 -1.84 0.46  0.597
S 1.95 -0.73 1.49  -0.276
H 2.44 -4.02 -2.11  0.373
H 4.90 -4.01 -1.95  0.341
H 6.02 -2.68 -0.19  0.346
H 4.67 -1.28 1.33  0.375
F 1.54 2.88 -2.34  -0.276
C 2.30 2.19 -1.47  0.797
F 1.55 2.07 -0.33  -0.238
F 3.33 2.99 -1.15  -0.281
C 2.75 0.76 -2.05  0.399
O 3.84 0.73 -2.58  -0.625
O 1.89 -0.13 -1.88  -0.644
O -1.34 1.47 -0.87  -0.771
C -2.04 1.03 0.04  0.675
N -1.70 -0.07 0.74  -0.317
C -2.65 -0.39 1.67  -0.068
O -2.65 -1.31 2.45  -0.660
C -3.74 0.65 1.54  0.181
C -4.93 0.81 2.20  -0.386
C -5.73 1.89 1.83  -0.403
C -5.34 2.78 0.84  -0.410
C -4.13 2.61 0.17  -0.409
C -3.34 1.54 0.53  0.270
H -5.24 0.12 2.97  0.469
H -6.69 2.04 2.33  0.378
H -5.98 3.60 0.58  0.380
H -3.81 3.29 -0.60  0.482

Computed properties:
Maximum force, hartree/bohr: 0.04941
Calculated total energy, a.u.: -2176.89829
Charge: -1

Here is C4H9NO as an isolated structure in a non-equilibrium geometry from the Open Molecules 2025 dataset. Energies are from wB97M-V/def2-TZVPD.

Each line ends with the Mulliken charge.
Atoms and positions in Å:
C -1.09 -0.31 -0.21  -0.772
C -0.63 1.04 0.04  0.214
O -0.21 1.45 1.11  -0.596
C 0.47 -0.47 -0.69  -0.099
C 1.82 -0.10 -0.05  -0.346
N 1.18 -1.35 0.20  -0.574
H -2.57 0.69 1.28  0.128
H -1.84 -0.49 -1.00  0.279
H -1.26 -0.97 0.65  0.416
H -0.61 1.63 -0.90  0.296
H -1.99 1.04 1.59  -0.091
H 0.55 -0.53 -1.77  0.430
H 1.90 0.60 0.78  0.233
H 2.71 -0.11 -0.71  0.249
H 1.56 -2.13 -0.31  0.234

Computed properties:
Maximum force, hartree/bohr: 0.02936
ΔE to the lowest compared entry with this formula, charge and spin, kcal per mole: 116.67
Calculated total energy, a.u.: -287.64653

Here is a 2-piece molecular cluster, C3H3N2O overall in a non-equilibrium geometry from the Open Molecules 2025 dataset. Energies are from wB97M-V/def2-TZVPD.

Each line ends with the Mulliken charge.
Atoms and positions in Å:
C 0.66 -0.46 -0.12  -0.140
C -2.72 0.15 0.16  0.646
C -1.79 -0.74 -0.18  -0.019
N -0.48 -0.60 -0.21  0.121
N 3.73 0.72 0.17  -0.465
O -3.54 0.93 0.37  -0.032
H -2.47 -1.72 -0.32  0.327
H 3.88 1.56 -0.32  0.236
H 2.73 0.16 0.45  0.327

Computed properties:
Maximum force, hartree/bohr: 0.10425
ΔE to the lowest compared entry with this formula, charge and spin, kcal per mole: 175.39
Calculated total energy, a.u.: -300.28989
Charge: +1

Here is C5H7NO as an isolated structure from the Open Molecules 2025 dataset. Energies are from wB97M-V/def2-TZVPD.

Each line ends with the Mulliken charge.
Atoms and positions in Å:
C -0.58 1.18 1.99  -0.803
N -0.48 1.59 0.60  -0.589
C -0.25 0.69 -0.23  0.668
O -0.14 0.87 -1.60  -0.406
C -0.06 -0.56 -1.78  -0.150
C 1.17 -1.08 -1.14  -0.521
C -0.07 -0.80 -0.30  -0.226
H 0.35 0.69 2.33  0.294
H -0.74 2.06 2.61  0.266
H -1.41 0.49 2.16  0.275
H -0.63 -1.01 -2.58  0.349
H 2.04 -0.43 -1.06  0.210
H 1.39 -2.13 -1.29  0.261
H -0.58 -1.55 0.30  0.373

Computed properties:
Maximum force, hartree/bohr: 0.00975
ΔE to the lowest compared entry with this formula, charge and spin, kcal per mole: 60.69
Calculated total energy, a.u.: -324.62775

Here is C39H37ClN9O4SV as an isolated structure from the Open Molecules 2025 dataset. Energies are from wB97M-V/def2-TZVPD.

Each line ends with the Löwdin spin population.
Atoms and positions in Å:
V 0.43 0.30 0.43  0.787
C 1.58 -0.37 4.56  0.008
C 1.57 -0.12 3.09  0.051
N 0.46 0.15 2.41  0.021
N -0.71 0.24 3.12  0.003
C -1.79 0.77 2.54  0.006
N -2.93 0.79 3.24  0.004
S -1.70 1.42 0.97  0.007
C 2.69 -0.23 2.21  0.014
C 4.00 -0.55 2.61  0.010
C 4.98 -0.65 1.66  0.006
C 4.65 -0.43 0.31  0.015
C 3.37 -0.12 -0.02  0.007
N 2.38 -0.01 0.91  0.026
H 1.03 -1.28 4.81  0.002
H 1.14 0.47 5.11  0.002
H 2.59 -0.49 4.93  0.000
H -0.76 -0.20 4.03  0.000
H -3.02 0.36 4.14  0.000
H -3.75 1.18 2.81  0.000
H 4.22 -0.72 3.65  0.000
H 5.99 -0.90 1.94  0.000
H 5.40 -0.51 -0.47  0.001
H 3.07 0.07 -1.04  0.001
C 2.13 8.45 -10.62  0.000
O 2.44 8.74 -9.26  0.000
C 2.20 7.79 -8.34  0.000
C 2.52 8.13 -7.02  0.000
C 2.31 7.22 -6.00  0.000
C 1.78 5.96 -6.27  0.000
C 1.46 5.64 -7.58  0.000
C 1.67 6.54 -8.62  0.000
C 1.57 5.03 -5.16  0.000
N 1.76 5.31 -3.89  0.000
C 1.46 4.16 -3.22  -0.001
C 1.08 3.16 -4.09  0.000
N 1.15 3.73 -5.33  0.000
C 0.71 1.85 -3.67  0.000
C 0.32 0.79 -4.50  0.009
C -0.01 -0.42 -3.94  -0.001
C 0.06 -0.57 -2.55  0.011
N 0.42 0.41 -1.75  0.001
C 0.75 1.61 -2.29  0.004
C 1.14 2.65 -1.36  0.001
N 1.14 2.31 -0.05  -0.001
C 1.49 3.22 0.84  0.005
C 1.87 4.52 0.48  0.000
C 1.87 4.88 -0.85  0.004
C 1.50 3.92 -1.81  0.000
H 2.40 9.33 -11.19  0.000
H 1.07 8.24 -10.74  0.000
H 2.71 7.60 -10.98  0.000
H 2.93 9.11 -6.82  0.000
H 2.56 7.48 -4.98  0.000
H 1.04 4.67 -7.84  0.000
H 1.41 6.25 -9.63  0.000
H 0.96 3.29 -6.21  0.000
H 0.27 0.92 -5.57  0.001
H -0.32 -1.26 -4.55  0.000
H -0.20 -1.50 -2.07  0.000
H 1.49 2.90 1.87  0.000
H 2.15 5.22 1.25  0.000
H 2.15 5.87 -1.17  0.000
Cl -5.08 -3.90 3.96  0.000
C -3.61 -3.48 3.13  0.000
C -2.42 -4.09 3.50  0.000
C -1.25 -3.75 2.84  0.000
C -1.27 -2.81 1.82  0.000
C -2.48 -2.22 1.45  0.000
C -3.65 -2.55 2.10  0.000
C 0.02 -2.41 1.15  0.000
O 1.08 -2.87 1.52  -0.001
O -0.12 -1.51 0.20  -0.003
H -2.42 -4.83 4.30  0.000
H -0.31 -4.21 3.11  0.000
H -2.48 -1.49 0.64  0.000
H -4.59 -2.10 1.83  0.000
C -2.82 -3.31 -1.97  0.000
N -3.91 -2.44 -1.57  0.000
C -5.11 -3.11 -1.09  0.000
C -3.78 -1.10 -1.69  0.000
C -4.95 -0.23 -1.29  0.000
O -2.73 -0.59 -2.09  0.000
H -3.23 -4.21 -2.43  0.000
H -2.21 -3.59 -1.11  0.000
H -2.20 -2.79 -2.69  0.000
H -4.82 -3.89 -0.38  0.000
H -5.65 -3.58 -1.92  0.000
H -5.77 -2.42 -0.58  0.000
H -5.86 -0.49 -1.82  0.000
H -4.68 0.80 -1.52  0.000
H -5.14 -0.30 -0.22  0.000

Computed properties:
Multiplicity: 2
Maximum force, hartree/bohr: 0.00887
ΔE to the lowest compared entry with this formula, charge and spin, kcal per mole: 0.00
Calculated total energy, a.u.: -4104.53717
Charge: +1

Here is C11H22N3O4PS3 as an isolated structure in a non-equilibrium geometry from the Open Molecules 2025 dataset. Energies are from wB97M-V/def2-TZVPD.

Each line ends with the Mulliken charge.
Atoms and positions in Å:
O -4.27 0.25 1.29  -0.562
S 0.03 0.11 -2.65  -0.388
N -3.01 -1.97 0.22  -0.634
O -2.64 -0.63 -0.07  0.047
O 1.99 -0.59 -0.56  -0.224
O 1.95 1.97 -1.22  -0.312
S -1.39 1.91 -0.44  -0.166
S -0.44 -2.60 -0.17  0.016
C -3.32 0.38 0.58  0.527
C -2.10 -2.91 0.24  0.675
N -2.73 1.63 0.56  0.204
N -0.17 0.98 0.24  0.204
C -0.44 -3.28 -1.86  -0.880
C -2.55 -4.31 0.60  -1.170
C -3.41 2.84 1.06  -0.910
C 0.89 2.76 1.65  -1.057
C 1.22 0.30 2.19  -1.417
C 3.18 -0.67 -1.32  -0.662
C 3.08 1.78 -2.11  -0.479
C 3.92 0.72 -1.39  -0.589
C 0.28 1.34 1.57  0.191
P 1.01 0.64 -1.00  0.369
H -1.28 -2.83 -2.38  0.274
H -0.55 -4.39 -1.87  0.341
H 0.49 -3.00 -2.35  0.274
H -3.03 -4.84 -0.22  0.261
H -1.71 -4.90 0.94  0.353
H -3.30 -4.25 1.42  0.361
H -2.72 3.68 1.07  0.319
H -3.71 2.68 2.11  0.331
H -4.32 3.08 0.47  0.317
H 1.62 2.96 0.88  0.169
H 0.08 3.53 1.50  0.215
H 1.38 2.86 2.62  0.425
H 0.83 -0.73 2.06  0.225
H 1.32 0.45 3.25  0.495
H 2.23 0.35 1.79  0.290
H 2.97 -1.08 -2.31  0.355
H 3.84 -1.36 -0.87  0.419
H 3.66 2.71 -2.27  0.298
H 2.72 1.48 -3.11  0.322
H 4.87 0.61 -1.95  0.423
H 4.16 0.99 -0.37  0.268
H -0.64 1.35 2.15  0.478

Computed properties:
Maximum force, hartree/bohr: 0.06720
Calculated total energy, a.u.: -2433.44782

Here is C3H6OS as an isolated structure in a non-equilibrium geometry from the Open Molecules 2025 dataset. Energies are from wB97M-V/def2-TZVPD.

Each line ends with the Mulliken charge.
Atoms and positions in Å:
C -0.70 0.98 1.86  -0.532
O -2.04 1.26 1.95  -0.865
C -0.28 0.71 0.35  0.283
C -0.79 -0.56 -0.06  -0.493
S 1.81 -1.20 -1.93  -1.502
H -0.36 0.22 2.60  0.259
H -0.23 1.94 2.13  0.228
H -0.51 1.61 -0.20  0.312
H 0.42 -0.25 -0.40  -0.157
H -0.80 -1.46 0.52  0.249
H -1.35 -0.67 -0.97  0.217

Computed properties:
Maximum force, hartree/bohr: 0.09668
ΔE to the lowest compared entry with this formula, charge and spin, kcal per mole: 109.49
Calculated total energy, a.u.: -591.05720
Charge: -2

Here is one molecule with the formula C2H2NO3 in a non-equilibrium geometry from the Open Molecules 2025 dataset. Energies are from wB97M-V/def2-TZVPD.

Each line ends with the Löwdin spin population.
Atoms and positions in Å:
O 1.06 1.91 -0.83  0.086
C 0.99 0.70 -0.40  -0.005
N 0.15 0.17 0.45  0.149
C -0.89 -1.03 0.37  0.008
O -1.23 -1.78 1.33  0.133
O -1.39 -1.02 -0.76  0.633
H 1.90 0.12 -0.61  -0.002
H -0.58 0.94 0.45  -0.001

Computed properties:
Multiplicity: 2
Maximum force, hartree/bohr: 0.15367
ΔE to the lowest compared entry with this formula, charge and spin, kcal per mole: 39.42
Calculated total energy, a.u.: -357.76987

Here is one molecule with the formula C5H7NO2 in a non-equilibrium geometry from the Open Molecules 2025 dataset. Energies are from wB97M-V/def2-TZVPD.

Each line ends with the Mulliken charge.
Atoms and positions in Å:
C -0.97 -1.92 -0.02  -1.002
C -0.39 -0.61 -0.24  0.493
C -0.33 0.72 -0.15  0.329
C -0.75 2.03 0.29  -1.257
C 0.88 0.01 -0.73  -0.746
H -1.06 -2.58 -0.99  0.273
H -2.03 -1.66 0.58  0.236
H -0.48 -2.37 0.84  0.314
H -1.87 1.93 0.81  0.225
H -0.95 2.62 -0.55  0.345
H -0.15 2.32 0.96  0.437
H 0.97 -0.11 -1.68  0.540
N 2.07 -0.11 0.14  0.951
O 1.93 -0.52 1.22  -0.541
O 3.13 0.23 -0.49  -0.597

Computed properties:
Maximum force, hartree/bohr: 0.17087
ΔE to the lowest compared entry with this formula, charge and spin, kcal per mole: 161.43
Calculated total energy, a.u.: -399.70831

Here is one molecule with the formula C6H11NO2 in a non-equilibrium geometry from the Open Molecules 2025 dataset. Energies are from wB97M-V/def2-TZVPD.

Each line ends with the Mulliken charge.
Atoms and positions in Å:
C 1.06 -1.07 1.67  -0.419
C 2.15 -0.86 0.80  -0.225
C 1.06 0.25 0.81  -1.074
C 0.19 1.03 -0.16  0.020
C -1.50 1.15 0.21  -0.310
C -0.97 0.88 -2.06  -0.175
H -0.01 -1.93 0.34  0.233
H 0.40 -2.99 1.56  0.236
H 1.11 -0.97 2.67  0.556
H 3.34 -0.62 0.84  0.253
H 1.88 -1.52 -0.16  0.185
H 1.28 0.98 1.40  0.642
H 0.19 2.17 -0.31  0.511
H -1.47 2.35 0.36  0.281
H -1.88 0.65 1.36  0.242
H -1.01 0.42 -3.17  0.261
H -0.88 2.05 -2.30  0.238
N 0.04 -2.00 1.22  -0.654
O -2.16 0.36 -0.99  -0.399
O 0.27 0.28 -1.35  -0.402

Computed properties:
Maximum force, hartree/bohr: 0.22350
ΔE to the lowest compared entry with this formula, charge and spin, kcal per mole: 219.51
Calculated total energy, a.u.: -440.13742

Here is C34H57ErN3O2SeSi as an isolated structure in a non-equilibrium geometry from the Open Molecules 2025 dataset. Energies are from wB97M-V/def2-TZVPD.

Each line ends with the Löwdin spin population.
Atoms and positions in Å:
O 0.41 -2.74 -1.69  0.000
O -1.05 -2.01 -3.47  0.000
C 1.73 -2.74 -2.38  0.000
C 2.74 -3.39 -1.48  0.000
H 1.95 -1.68 -2.59  0.000
H 1.58 -3.28 -3.32  0.000
H 2.86 -2.85 -0.53  0.000
H 3.68 -3.35 -2.01  0.000
H 2.51 -4.44 -1.27  0.000
C -0.27 -4.08 -1.61  0.000
C -0.22 -4.93 -2.84  0.000
H -1.30 -3.84 -1.30  0.000
H 0.27 -4.53 -0.78  0.000
H -0.62 -4.45 -3.75  0.000
H -0.84 -5.80 -2.64  0.000
H 0.79 -5.31 -3.04  0.000
C -2.52 -1.89 -3.12  0.000
C -0.45 -1.39 -4.69  0.000
C -3.23 -3.11 -3.63  0.000
H -2.83 -0.94 -3.56  0.000
H -2.52 -1.83 -2.02  0.000
H -3.14 -3.23 -4.71  0.000
H -4.28 -2.97 -3.38  0.000
H -2.87 -4.02 -3.13  0.000
C -0.91 -2.17 -5.89  0.000
H 0.63 -1.47 -4.52  0.000
H -0.76 -0.34 -4.67  0.000
H -0.72 -3.24 -5.79  0.000
H -0.33 -1.80 -6.73  0.000
H -1.96 -1.99 -6.09  0.000
H -0.39 -2.06 -2.56  0.000
N 1.69 1.11 1.96  -0.006
C 1.47 2.35 2.40  0.001
C 0.30 3.11 2.17  0.001
C -1.01 2.77 1.78  0.001
C 2.65 3.01 3.02  0.000
H 3.43 3.15 2.26  0.000
H 3.05 2.43 3.87  0.000
H 2.33 3.98 3.38  0.000
C -2.03 3.85 1.60  0.000
H -2.82 3.73 2.35  0.000
H -2.47 3.77 0.60  0.000
H -1.57 4.83 1.71  0.000
N -1.45 1.51 1.57  -0.004
C 2.78 0.26 2.32  0.000
C 3.81 0.22 1.37  0.000
C 3.74 0.93 0.06  0.000
C 4.96 -0.47 1.69  0.000
H 5.76 -0.50 0.96  0.000
C 5.12 -1.09 2.92  0.000
H 6.02 -1.63 3.16  0.000
C 4.13 -1.03 3.88  0.000
H 4.23 -1.47 4.86  0.000
C 2.99 -0.33 3.59  0.000
C 2.07 -0.19 4.72  0.000
C -2.72 1.03 2.04  0.000
C -3.77 0.85 1.14  0.000
C -3.65 1.19 -0.31  0.000
C -4.99 0.40 1.63  0.000
H -5.82 0.27 0.94  0.000
C -5.16 0.11 2.98  0.000
H -6.11 -0.25 3.36  0.000
C -4.14 0.28 3.88  0.000
H -4.24 0.10 4.94  0.000
C -2.93 0.80 3.44  0.000
C -2.02 1.19 4.50  -0.001
Er -0.10 -0.20 1.11  3.022
H 3.74 0.20 -0.77  0.000
H 4.65 1.54 -0.07  0.000
H 2.88 1.60 -0.07  0.000
H 1.65 0.86 4.69  0.000
H 2.48 -0.28 5.74  0.000
H 1.38 -1.14 4.63  0.000
H -4.27 0.50 -0.91  0.000
H -2.63 1.12 -0.70  0.000
H -4.02 2.21 -0.52  0.000
H -0.94 0.78 3.90  0.000
H -2.10 0.56 5.43  0.000
H -1.60 2.20 4.59  0.000
H 0.48 4.18 2.31  0.000
C 0.32 0.63 -1.04  -0.007
Si 0.41 2.22 -1.82  -0.001
H 1.24 0.12 -0.57  0.000
H -0.66 0.03 -0.91  0.000
C 1.69 2.04 -3.17  0.000
C 1.01 3.71 -0.84  0.000
C -1.26 2.71 -2.51  0.000
H -1.78 1.85 -2.96  0.000
H -1.12 3.48 -3.29  0.000
H -1.91 3.15 -1.73  0.000
H 2.59 1.55 -2.78  0.000
H 1.96 3.04 -3.54  0.000
H 1.29 1.44 -4.00  0.000
H 1.84 3.49 -0.16  0.000
H 0.20 4.16 -0.24  0.000
H 1.36 4.48 -1.55  0.000
Se -0.25 -0.01 6.40  -0.001
C -0.01 -0.26 4.49  0.000
N -0.11 -0.35 3.28  -0.003

Computed properties:
Multiplicity: 4
Maximum force, hartree/bohr: 0.10564
ΔE to the lowest compared entry with this formula, charge and spin, kcal per mole: 191.14
Calculated total energy, a.u.: -5349.96477
Charge: +1

Here is a 2-piece molecular cluster, CH4N2S3 overall in a non-equilibrium geometry from the Open Molecules 2025 dataset. Energies are from wB97M-V/def2-TZVPD.

Each line ends with the Mulliken charge.
Atoms and positions in Å:
C -0.95 -0.58 0.05  0.460
N 1.70 0.56 -0.28  -0.436
N -0.33 0.57 0.16  -0.264
S -2.64 -0.52 0.07  -0.336
S 0.10 -2.01 -0.03  -0.183
S -0.79 2.11 -0.02  -0.056
H 2.33 0.13 0.35  0.226
H 1.33 -0.10 -0.97  0.275
H -0.85 -2.77 -0.33  0.136
H 0.10 2.62 0.99  0.177

Computed properties:
Maximum force, hartree/bohr: 0.09150
ΔE to the lowest compared entry with this formula, charge and spin, kcal per mole: 90.23
Calculated total energy, a.u.: -1344.40660